This record from the OMol25 dataset describes C7H13BO2 in the gas phase. The level of theory is the ωB97M-V functional and the def2-TZVPD basis.

Values from the calculation:
Energy relative to the best compared isomer or geometry (same formula, charge and spin) ... 281.57 kJ/mol
Max |F| ... 5.185 eV Å⁻¹
Energy ... -12238.876 eV
Total charge ... 0

Geometry as XYZ:
```
23
Properties=species:S:1:pos:R:3:forces:R:3
B -1.398 -0.692 -0.315 -0.6 0.8 -1.4
C 0.667 1.117 0.537 -0.3 -3.0 -0.9
C -0.553 1.020 0.008 2.5 -2.7 -1.2
C 1.753 0.082 0.815 -1.6 -0.9 1.9
C 1.315 -1.409 0.619 0.5 1.3 -1.9
C 1.070 -1.582 -0.904 0.1 1.8 1.9
C -0.218 -1.157 -1.330 -3.7 2.1 1.3
C -1.388 2.164 -0.273 0.3 0.5 0.6
O -2.799 -0.460 -0.854 3.7 3.5 -0.7
O -1.527 -1.162 0.991 -0.5 -0.6 1.3
H 0.957 1.885 1.144 0.2 3.2 0.8
H 2.689 0.383 0.352 0.1 -0.2 -0.2
H 1.849 0.297 1.920 0.5 -0.7 -0.9
H 2.056 -2.151 0.834 0.6 -0.1 0.8
H 0.381 -1.590 1.116 0.1 -0.2 0.6
H 1.833 -1.080 -1.421 1.3 1.1 -1.0
H 1.251 -2.531 -1.245 0.0 -3.0 -0.7
H -0.507 -0.968 -2.374 0.6 0.0 0.2
H -1.961 1.902 -1.085 -2.0 -0.4 -1.6
H -0.792 2.983 -0.636 0.2 0.7 0.5
H -1.989 2.353 0.602 -0.5 0.6 0.1
H -3.217 -1.248 -0.731 -2.0 -3.4 0.5
H -2.292 -0.670 1.333 0.3 -0.4 0.1
```
Positions in Å, forces in eV/Å.